DFT (ωB97M-V with the def2-TZVPD basis set) results for C3H3FO2Rb as an isolated structure.

```
! wB97M-V def2-TZVPD RIJCOSX def2/J DEFGRID3
* xyz 0 2
Rb -4.919 0.771 -1.560
F 1.987 1.768 1.689
O -1.764 0.589 0.354
O -0.306 -0.320 -1.133
C 1.172 -0.679 -0.460
C 0.592 -0.047 0.763
C -0.627 0.267 0.013
H 1.285 -1.769 -0.464
H 1.967 -0.131 -0.976
H 0.613 -0.449 1.774
*
```

Its calculated total energy is -10622.5933 eV. For the gap between HOMO and LUMO (spin up / spin down), the calculation gives 4.3 / 4.6 eV. For the maximum force, the calculation gives 3.3 eV/A. For the energy above the lowest of the compared OMol25 structures with the same formula, charge and spin, the calculation gives 198.1 kJ/mol.

These are the Löwdin partial charges, in e, on atoms 1 to 2: Rb 0.94; F -0.64

DFT (ωB97M-V with the def2-TZVPD basis set) results for one molecule with the formula C7H9N.

```
! wB97M-V def2-TZVPD RIJCOSX def2/J DEFGRID3
* xyz 0 1
N -0.569 1.055 0.314
C 0.449 0.884 -0.719
C 0.032 2.258 -0.286
C -0.501 -1.290 -1.078
C -0.577 -1.402 0.468
C 0.042 -0.171 -1.649
C 0.722 -0.961 1.231
C -0.458 -0.012 1.247
H -1.046 -2.127 -1.642
H -1.356 -2.059 0.863
H 0.070 -0.291 -2.712
H -0.517 3.089 -0.846
H 0.809 2.607 0.357
H -1.100 0.028 2.121
H 1.524 -0.941 0.520
H 1.458 0.769 -0.369
H 1.019 -1.436 2.180
*
```

Its calculated total energy is -8890.0408 eV. For the gap between HOMO and LUMO, the calculation gives 9.2 eV. For the maximum force, the calculation gives 3.1 eV/A. For the energy above the lowest of the compared OMol25 structures with the same formula, charge and spin, the calculation gives 493.6 kJ/mol.

These are the Löwdin partial charges, in e, on atoms 1 to 2: N -0.05; C -0.31

DFT (ωB97M-V with the def2-TZVPD basis set) results for a 16-piece molecular cluster, C4H42N2O15 overall.

```
! wB97M-V def2-TZVPD RIJCOSX def2/J DEFGRID3
* xyz 0 1
O -3.664 -1.227 2.396
O -2.821 -2.575 0.137
O 2.257 -1.888 -3.026
O 1.184 -4.107 0.909
O 0.372 2.077 1.923
O 2.794 3.037 0.578
O 2.135 -1.678 0.179
O -0.403 -2.086 -2.225
O -1.233 -0.239 3.501
O 1.967 0.953 3.836
O -1.066 -2.630 1.819
O 0.167 4.442 0.760
O -1.955 -1.209 -4.880
O 4.103 -0.116 0.826
O 1.136 -1.294 2.526
N 0.231 0.260 -0.295
N -1.698 0.652 -2.437
C 0.620 0.778 -1.555
C -2.672 1.208 -1.488
C -0.603 2.956 -2.250
C -0.463 1.402 -2.597
H -3.208 -2.308 -0.703
H 3.834 -0.487 1.678
H 0.022 1.389 -3.554
H 2.530 3.542 -0.211
H 0.542 -1.992 -2.472
H -0.304 5.215 1.085
H -4.359 -0.561 2.334
H 3.235 3.774 1.019
H 1.522 0.132 3.561
H -2.396 1.033 -0.460
H -2.702 2.299 -1.425
H 1.106 -0.020 -2.169
H 0.544 0.729 0.560
H -0.743 0.126 -0.052
H -1.585 -2.899 2.598
H -1.110 -0.772 -4.979
H 2.393 -1.181 -2.369
H -1.238 3.625 -2.787
H 1.431 1.588 -1.447
H 2.771 -2.566 -2.568
H 1.317 -4.873 0.350
H 1.665 -3.339 0.531
H 1.395 1.622 4.210
H -1.907 -2.788 -0.066
H 0.380 3.270 -2.069
H 3.011 -1.149 0.247
H 1.580 -2.109 2.776
H -2.016 0.485 -3.414
H 1.203 1.819 2.354
H -0.299 1.472 2.310
H 3.753 0.799 0.915
H 0.242 -1.508 2.175
H 0.239 3.774 1.485
H -2.176 -0.488 3.474
H -0.788 -0.946 3.981
H -3.626 0.660 -1.710
H -1.059 3.054 -1.297
H -2.043 -1.696 -4.056
H -0.557 -1.218 -1.806
H 1.318 -1.115 0.251
H -0.638 -3.465 1.573
H -3.665 -1.640 1.511
*
```

Its calculated total energy is -38522.0070 eV. For the gap between HOMO and LUMO, the calculation gives 8.7 eV. For the maximum force, the calculation gives 4.0 eV/A. For the energy above the lowest of the compared OMol25 structures with the same formula, charge and spin, the calculation gives 394.1 kJ/mol.

These are the Löwdin partial charges, in e, on atoms 1 to 2: O -0.07; O -0.07